Entry 1:
Here is a 2-piece molecular cluster, C16H15BN5O10 overall at a distorted geometry from the Open Molecules 2025 dataset. Energies are from ωB97M-V with the def2-TZVPD basis set.

Each line ends with the Löwdin charge.
CARTESIAN COORDINATES (ANGSTROEM)
C -6.727 0.888 0.459  -0.06
C -5.582 0.458 1.250  -0.36
C -5.542 0.048 2.569  -0.06
C -4.187 -0.260 2.830  -0.05
C -3.457 -0.024 1.673  -0.06
B -1.840 -0.184 1.606  -0.91
O -1.318 1.156 1.287  0.05
C 0.078 1.083 1.355  -0.17
C 0.579 -0.341 1.732  -0.42
C 2.087 -0.411 1.736  -0.03
C -0.071 -1.321 0.705  -0.17
O -1.472 -1.221 0.641  0.05
C -0.077 -0.677 3.105  -0.16
O -1.477 -0.591 3.001  0.00
O -4.316 0.421 0.694  0.07
H -7.603 0.803 1.109  0.08
H -6.644 1.936 0.150  0.08
H -6.889 0.242 -0.413  0.08
H -6.381 -0.017 3.261  0.09
H -3.766 -0.606 3.765  0.10
H 0.475 1.413 0.380  0.07
H 0.453 1.803 2.106  0.14
H 2.419 -1.454 1.806  0.09
H 2.467 0.030 0.805  0.07
H 2.476 0.159 2.588  0.09
H 0.311 -1.106 -0.304  0.07
H 0.216 -2.358 0.953  0.12
H 0.218 -1.697 3.414  0.12
H 0.280 0.036 3.871  0.12
O 5.740 -0.477 -5.205  0.08
N 4.984 0.216 -4.547  -0.15
C 3.857 0.032 -3.758  -0.06
C 3.507 1.260 -3.202  -0.14
N 4.301 2.258 -3.711  0.15
O 5.162 1.620 -4.552  0.04
C 2.484 1.299 -2.161  -0.02
N 2.419 2.476 -1.299  -0.29
O 3.368 3.276 -1.256  0.07
O 1.374 2.650 -0.613  0.05
C 1.703 0.146 -1.865  0.14
C 2.160 -1.086 -2.397  -0.07
N 2.060 -2.389 -1.898  -0.12
O 1.331 -2.932 -1.073  0.09
O 3.058 -3.162 -2.536  0.04
N 3.753 -2.426 -3.454  0.15
C 3.225 -1.168 -3.342  -0.13
H 0.802 0.201 -1.262  0.12

Results
* max |F|: 0.0675 hartree/bohr
* highest occupied orbital energy: -0.14821 Eh
* energy relative to the best compared isomer or geometry (same formula, charge and spin): 25.3 kcal per mole
* frontier orbital gap: 3.715 eV
* LUMO energy: -0.32 eV
* multiplicity: 1
* total charge: -1


Entry 2:
Here is C16H15BiN3O13P2 as an isolated structure from the Open Molecules 2025 dataset. Energies are from ωB97M-V with the def2-TZVPD basis set.

Each line ends with the Löwdin charge.
CARTESIAN COORDINATES (ANGSTROEM)
Bi 0.601 1.719 0.727  1.94
C 4.627 3.550 -0.725  -0.03
C 3.486 2.928 0.055  -0.56
O 2.197 3.150 -0.556  -0.17
P 3.227 3.604 1.740  0.46
O 4.504 3.449 2.614  -0.07
O 3.052 5.150 1.523  -0.05
O 2.005 2.915 2.283  -0.42
P 3.758 1.121 0.418  0.38
O 4.181 0.475 -0.964  -0.08
O 4.755 0.977 1.493  -0.25
O 2.321 0.590 0.722  -0.46
H 4.456 4.616 -0.860  0.10
H 4.710 3.072 -1.701  0.10
H 5.570 3.403 -0.195  0.10
H 2.147 2.735 -1.438  0.11
H 4.833 2.519 2.625  0.09
H 2.946 5.676 2.330  0.12
H 5.008 -0.027 -0.895  0.12
O 0.322 1.763 -3.458  0.13
C -0.039 1.110 -2.512  -0.54
O 0.586 1.164 -1.343  -0.31
C -1.208 0.172 -2.618  -0.09
C -1.911 -0.246 -1.501  0.06
C -2.967 -1.125 -1.648  -0.11
C -3.348 -1.616 -2.880  0.10
C -2.646 -1.163 -3.981  -0.09
C -1.593 -0.275 -3.875  0.10
N -3.037 -1.657 -5.320  -0.34
O -3.907 -2.501 -5.360  0.10
O -2.462 -1.180 -6.274  0.11
N -3.683 -1.562 -0.443  -0.34
O -3.573 -0.860 0.550  0.07
O -4.348 -2.570 -0.513  0.12
H -1.653 0.099 -0.513  0.08
H -4.158 -2.323 -2.985  0.14
H -1.078 0.069 -4.761  0.14
N -0.208 -0.318 1.613  0.07
C -0.795 -1.181 2.099  -0.08
C -1.516 -2.243 2.697  -0.22
C -2.517 -1.913 3.622  -0.01
C -3.294 -2.920 4.156  -0.04
C -3.080 -4.239 3.769  -0.03
C -2.085 -4.561 2.856  -0.05
C -1.295 -3.568 2.312  -0.01
H -2.672 -0.880 3.901  0.13
H -4.072 -2.681 4.867  0.12
H -3.700 -5.022 4.185  0.12
H -1.931 -5.591 2.564  0.12
H -0.515 -3.801 1.599  0.13

Results
* max |F|: 0.0116 hartree/bohr
* highest occupied orbital energy: -0.47615 Eh
* frontier orbital gap: 9.388 eV
* LUMO energy: -3.57 eV
* multiplicity: 1
* total charge: +1


Entry 3:
Here is C16H15Br4O2Pt as an isolated structure from the Open Molecules 2025 dataset. Energies are from ωB97M-V with the def2-TZVPD basis set.

Each line ends with the Löwdin charge.
CARTESIAN COORDINATES (ANGSTROEM)
Pt -0.210 -0.058 -0.088  1.23
C -0.899 0.376 1.985  -0.34
C 0.546 0.599 2.241  -0.26
C 0.968 1.569 1.370  -0.28
C -0.188 1.994 0.562  -0.37
C -1.364 1.417 1.139  -0.34
C -2.795 1.757 0.874  -0.04
C -0.116 3.124 -0.420  -0.05
C 2.358 2.065 1.145  -0.04
C 1.391 -0.205 3.179  -0.05
C -1.788 -0.574 2.733  -0.04
H -3.291 2.084 1.793  0.08
H -3.358 0.909 0.480  0.08
H -2.875 2.567 0.149  0.07
H 0.170 4.065 0.060  0.08
H -1.074 3.276 -0.918  0.07
H 0.613 2.906 -1.201  0.08
H 2.407 3.157 1.188  0.07
H 2.738 1.762 0.166  0.09
H 3.039 1.670 1.901  0.07
H 1.788 0.412 3.990  0.08
H 2.237 -0.670 2.669  0.08
H 0.822 -1.011 3.639  0.06
H -2.356 -1.207 2.051  0.08
H -2.505 -0.031 3.358  0.08
H -1.217 -1.232 3.385  0.06
Br 0.260 -5.556 -4.335  0.65
C 0.351 -3.804 -3.623  -0.77
C 0.792 -2.749 -4.398  -0.77
Br 1.320 -3.020 -6.195  0.65
C 0.845 -1.459 -3.847  -0.65
Br 1.443 0.039 -4.835  0.72
C 0.459 -1.219 -2.537  -0.43
O 0.499 -0.021 -1.991  -0.28
C 0.006 -2.310 -1.728  -0.44
O -0.340 -2.069 -0.485  -0.28
C -0.036 -3.579 -2.292  -0.65
Br -0.639 -4.971 -1.164  0.72

Results
* max |F|: 0.0172 hartree/bohr
* highest occupied orbital energy: -0.12713 Eh
* energy relative to the best compared isomer or geometry (same formula, charge and spin): 4.5 kcal per mole
* frontier orbital gap: 6.133 eV
* LUMO energy: 2.67 eV
* multiplicity: 1
* total charge: -1


Entry 4:
Here is a 3-piece molecular cluster, C16H15BrINO6 overall at a distorted geometry from the Open Molecules 2025 dataset. Energies are from ωB97M-V with the def2-TZVPD basis set.

Each line ends with the Löwdin charge.
CARTESIAN COORDINATES (ANGSTROEM)
O 1.608 1.463 -1.675  0.09
C 0.501 1.254 -1.215  -0.38
C 0.313 0.383 -0.035  0.03
C -0.901 0.153 0.466  0.03
C -2.108 0.757 -0.132  -0.37
O -3.215 0.547 0.330  0.10
C -1.920 1.628 -1.312  0.03
C -0.707 1.859 -1.815  0.03
H 1.207 -0.052 0.393  0.12
H -1.060 -0.482 1.328  0.09
H -2.815 2.062 -1.740  0.12
H -0.551 2.494 -2.678  0.13
O 2.697 -0.481 -6.241  0.10
C 3.703 -0.133 -5.652  -0.39
C 3.648 0.347 -4.254  0.02
C 4.751 0.730 -3.610  0.03
C 6.076 0.691 -4.265  -0.39
O 7.082 1.039 -3.676  0.10
C 6.131 0.211 -5.663  0.02
C 5.029 -0.172 -6.307  0.02
H 2.671 0.369 -3.789  0.10
H 4.728 1.085 -2.587  0.12
H 7.109 0.190 -6.128  0.12
H 5.051 -0.527 -7.330  0.12
O -1.450 -1.710 6.102  0.06
C -1.073 -1.113 5.064  -0.51
O -0.152 -0.015 5.155  0.06
N -1.536 -1.426 3.695  -0.52
Br -1.641 -3.267 3.376  0.80
C -2.811 -0.696 3.370  -0.26
C -4.074 -1.409 4.058  -0.34
C -5.211 -0.341 4.531  -0.59
I -7.140 -1.408 4.312  0.66
H 0.347 -0.044 4.296  0.12
H -2.920 -0.695 2.208  0.10
H -2.651 0.397 3.691  0.15
H -4.567 -2.118 3.291  0.06
H -3.788 -2.067 4.949  0.10
H -5.255 0.579 3.852  0.06
H -5.106 -0.082 5.637  0.05

Results
* max |F|: 0.1006 hartree/bohr
* highest occupied orbital energy: -0.34523 Eh
* SMILES string: O=C1C=CC(=O)C=C1.O=C1C=CC(=O)C=C1.O=C(O)N(Br)CCCI
* frontier orbital gap: 7.308 eV
* LUMO energy: -2.09 eV
* multiplicity: 1


Entry 5:
Here is C16H15Cl5MnN3Sb as an isolated structure from the Open Molecules 2025 dataset. Energies are from ωB97M-V with the def2-TZVPD basis set.

Each line ends with the Löwdin charge.
CARTESIAN COORDINATES (ANGSTROEM)
Mn 0.315 -0.012 -0.396  0.56
Cl -1.645 0.116 2.776  0.73
C 0.066 -0.067 2.730  -0.69
C 0.708 -0.157 1.522  -0.31
C 2.058 -0.316 1.452  -0.62
Cl 2.677 -0.435 -0.227  0.75
C 2.879 -0.371 2.562  -0.70
Cl 4.565 -0.552 2.395  0.76
C 2.240 -0.274 3.802  -0.68
Cl 3.182 -0.337 5.223  0.76
C 0.844 -0.129 3.889  -0.68
Cl 0.089 -0.029 5.416  0.76
C -0.494 -4.557 0.720  -0.17
C -0.540 -4.136 -0.748  -0.42
Sb -1.213 -2.147 -0.980  1.46
C -1.409 -1.942 -3.097  -0.41
C -1.853 -3.212 -3.823  -0.16
C -3.187 -2.197 -0.218  -0.41
C -3.997 -3.400 -0.694  -0.16
H -0.195 -5.602 0.807  0.08
H -1.467 -4.458 1.204  0.07
H 0.223 -3.964 1.290  0.07
H -1.231 -4.748 -1.328  0.05
H 0.439 -4.200 -1.221  0.06
H -0.435 -1.614 -3.461  0.04
H -2.104 -1.117 -3.255  0.06
H -1.165 -4.041 -3.654  0.07
H -1.880 -3.030 -4.898  0.08
H -2.848 -3.535 -3.523  0.06
H -3.646 -1.252 -0.508  0.06
H -3.084 -2.182 0.868  0.04
H -4.203 -3.357 -1.762  0.06
H -4.959 -3.416 -0.179  0.08
H -3.501 -4.347 -0.480  0.07
N -0.653 1.599 -0.589  0.05
C -1.337 2.560 -0.662  -0.13
C -2.128 3.643 -0.718  -0.22
C -3.531 3.468 -0.493  -0.19
N -4.651 3.279 -0.314  0.17
C -1.536 4.913 -1.021  -0.19
N -1.041 5.917 -1.278  0.18

Results
* max |F|: 0.0153 hartree/bohr
* highest occupied orbital energy (spin up / spin down): -0.42135 / -0.43849 Eh
* expectation value of S²: 6.33
* frontier orbital gap (spin up / spin down): 4.793 / 7.388 eV
* LUMO energy (spin up / spin down): -6.67 / -4.54 eV
* multiplicity: 5
* total charge: +1


Entry 6:
Here is one molecule with the formula C16H15N5O3 at a distorted geometry from the Open Molecules 2025 dataset. Energies are from ωB97M-V with the def2-TZVPD basis set.

Each line ends with the Löwdin charge.
CARTESIAN COORDINATES (ANGSTROEM)
C 5.053 2.291 1.396  -0.09
O 3.697 2.185 1.034  -0.08
C 3.382 1.551 -0.129  -0.28
C 4.300 0.980 -1.005  -0.03
C 3.845 0.361 -2.158  -0.07
C 2.500 0.296 -2.464  -0.02
C 1.582 0.868 -1.588  -0.21
N 0.201 0.851 -1.821  0.15
C -0.491 0.258 -2.819  -0.46
O -0.031 -0.364 -3.750  0.08
C -2.008 0.471 -2.672  -0.09
O -2.438 0.628 -1.338  -0.05
C -2.397 -0.454 -0.510  -0.25
C -1.871 -1.697 -0.849  0.00
C -1.878 -2.720 0.084  -0.06
C -2.395 -2.533 1.352  -0.02
C -2.918 -1.287 1.684  -0.19
N -3.451 -1.044 2.954  -0.05
C -3.751 -1.889 3.975  -0.13
N -4.234 -1.188 4.964  0.02
N -4.229 0.078 4.558  -0.04
N -3.777 0.186 3.385  0.05
C -2.920 -0.251 0.765  0.07
C 2.024 1.490 -0.429  0.05
H 5.063 2.830 2.342  0.09
H 5.625 2.856 0.653  0.10
H 5.510 1.306 1.536  0.10
H 5.358 1.011 -0.803  0.10
H 4.562 -0.079 -2.834  0.11
H 2.159 -0.186 -3.363  0.10
H -0.352 1.333 -1.122  0.15
H -2.272 1.408 -3.172  0.14
H -2.531 -0.349 -3.177  0.14
H -1.448 -1.879 -1.824  0.11
H -1.466 -3.680 -0.185  0.11
H -2.381 -3.339 2.067  0.10
H -3.625 -2.949 3.965  0.12
H -3.325 0.711 1.033  0.12
H 1.326 1.938 0.263  0.13

Results
* max |F|: 0.0324 hartree/bohr
* highest occupied orbital energy: -0.31689 Eh
* SMILES string: COc1cccc(NC(=O)COc2cccc(-n3cnnn3)c2)c1
* energy relative to the best compared isomer or geometry (same formula, charge and spin): 14.4 kcal per mole
* frontier orbital gap: 8.901 eV
* LUMO energy: 0.28 eV
* multiplicity: 1


Entry 7:
Here is a 2-piece molecular cluster, C16H15NO overall at a distorted geometry from the Open Molecules 2025 dataset. Energies are from ωB97M-V with the def2-TZVPD basis set.

Each line ends with the Löwdin charge.
CARTESIAN COORDINATES (ANGSTROEM)
O -0.691 -0.730 0.418  -0.12
C -1.868 -1.158 0.220  -0.44
C -2.159 -2.586 0.099  -0.03
C -3.437 -3.057 -0.053  -0.07
C -4.539 -2.180 -0.084  -0.28
C -5.877 -2.689 -0.156  -0.22
N -6.969 -3.114 -0.204  0.11
C -4.306 -0.795 -0.030  -0.07
C -3.032 -0.287 0.100  -0.04
H -1.303 -3.260 0.132  0.10
H -3.622 -4.129 -0.151  0.11
H -5.159 -0.112 -0.094  0.11
H -2.868 0.792 0.129  0.09
C 0.211 1.892 1.056  -0.03
C 0.922 1.171 -0.025  -0.13
C 0.279 1.102 -1.361  -0.01
C 2.330 0.952 0.114  -0.15
C 3.039 0.109 -0.797  0.02
C 4.427 0.069 -0.825  -0.05
C 5.183 0.843 0.067  -0.04
C 4.524 1.634 1.017  -0.06
C 3.134 1.667 1.070  0.01
H 0.635 1.610 2.023  0.10
H 0.312 2.982 0.937  0.12
H -0.853 1.636 1.048  0.09
H 0.794 0.434 -2.057  0.09
H -0.752 0.755 -1.247  0.08
H 0.243 2.104 -1.818  0.12
H 2.458 -0.498 -1.494  0.12
H 4.925 -0.558 -1.566  0.12
H 6.271 0.836 0.018  0.12
H 5.102 2.250 1.710  0.11
H 2.645 2.316 1.803  0.12

Results
* max |F|: 0.0447 hartree/bohr
* highest occupied orbital energy: -0.24301 Eh
* energy relative to the best compared isomer or geometry (same formula, charge and spin): 75.4 kcal per mole
* frontier orbital gap: 3.903 eV
* LUMO energy: -2.71 eV
* multiplicity: 1


Entry 8:
Here is C16H16BO2SbSe4V as an isolated structure from the Open Molecules 2025 dataset. Energies are from ωB97M-V with the def2-TZVPD basis set.

Each line ends with the Löwdin charge.
CARTESIAN COORDINATES (ANGSTROEM)
V 0.539 0.101 3.110  -0.10
Se 3.371 -2.023 6.248  -0.20
Sb 3.259 -0.288 4.612  -0.20
Se 2.141 -1.346 2.421  0.23
Se 1.149 1.186 5.089  0.17
Se 5.062 1.106 3.906  -0.19
O 0.150 0.895 0.123  0.14
B 0.063 1.300 1.468  -0.57
O -0.440 2.616 1.524  0.14
C -0.687 2.977 0.228  -0.21
C -1.206 4.157 -0.254  0.00
C -1.374 4.253 -1.637  -0.10
C -1.032 3.203 -2.480  -0.10
C -0.504 2.011 -1.979  0.00
C -0.340 1.931 -0.616  -0.21
H -1.467 4.966 0.414  0.12
H -1.777 5.164 -2.059  0.09
H -1.175 3.310 -3.548  0.09
H -0.235 1.183 -2.620  0.12
C -3.365 0.637 1.971  -0.04
C -2.374 -0.532 1.870  -0.53
C -3.003 -1.761 2.554  -0.03
C -1.114 -0.187 2.616  -0.20
C -2.035 -0.894 0.424  -0.18
C -2.657 -0.293 -0.665  -0.04
C -2.308 -0.640 -1.965  -0.10
C -1.329 -1.592 -2.196  -0.10
C -0.701 -2.197 -1.115  -0.07
C -1.055 -1.853 0.178  -0.04
H -3.524 0.896 3.018  0.09
H -4.332 0.358 1.545  0.09
H -3.013 1.530 1.451  0.09
H -3.257 -1.531 3.590  0.09
H -2.315 -2.605 2.554  0.08
H -3.913 -2.051 2.025  0.09
H -1.325 0.317 3.632  0.08
H -3.405 0.472 -0.518  0.11
H -2.801 -0.152 -2.797  0.10
H -1.052 -1.857 -3.209  0.10
H 0.076 -2.933 -1.278  0.10
H -0.539 -2.309 1.016  0.10

Results
* max |F|: 0.0132 hartree/bohr
* highest occupied orbital energy: -0.18019 Eh
* energy relative to the best compared isomer or geometry (same formula, charge and spin): 0.0 kcal per mole
* frontier orbital gap: 6.887 eV
* LUMO energy: 1.98 eV
* multiplicity: 1
* total charge: -1


- max |F| of number 4 (C16H15BrINO6)?
  0.1006 hartree/bohr


- Which of these has the highest multiplicity?
  C16H15Cl5MnN3Sb


- max |F| of number 8 (C16H16BO2SbSe4V)?
  0.0132 hartree/bohr


- The highest max |F| belongs to which entry?
  C16H15BrINO6